(1)
Below is the molecule C4H6FNO, with properties calculated with ωB97M-V/def2-TZVPD.

Computed properties:
LUMO level, Ha: 0.0243
Highest occupied orbital energy, eV: -10.03
SMILES: C/C=C(/F)C(N)=O
Frontier orbital gap, eV: 10.7
Net charge: 0

Each line ends with the Mulliken charge.
Geometry (Å):
F -2.317 -0.653 -0.915  -0.28
O -0.571 0.168 -2.712  -0.56
N 1.219 -0.029 -1.248  -0.48
C 0.318 0.363 1.576  -1.20
C -1.074 -0.256 -0.455  0.29
C -0.133 0.016 -1.591  0.45
C -0.883 -0.165 0.853  -0.10
H 0.038 1.178 2.272  0.33
H -1.732 -0.256 1.497  0.39
H 1.415 -0.592 -0.453  0.23
H 1.161 0.777 0.970  0.35
H 1.805 -0.182 -2.073  0.26
H 0.755 -0.369 2.279  0.31

***

(2)
Below is the molecule C23H32N2O2, with properties calculated with ωB97M-V/def2-TZVPD.

Computed properties:
LUMO level, Ha: 0.0249
Highest occupied orbital energy, eV: -8.91
SMILES: CCN(CC)C(=O)c1cccc(NC(=O)C[C@]23C[C@H]4C[C@H](C[C@H](C4)C2)C3)c1
Frontier orbital gap, eV: 9.6
Net charge: 0

Each line ends with the Mulliken charge.
Geometry (Å):
O -2.816 1.983 0.598  -0.69
O 2.024 -2.883 1.487  -0.70
N 0.337 -2.389 0.126  -0.07
N -4.585 0.601 0.347  0.32
C 4.995 -0.016 -1.050  -1.42
C 3.675 0.563 -1.556  0.34
C -0.616 -1.620 -0.555  -0.13
C 3.943 -0.470 1.171  -1.43
C -2.429 -0.032 -0.573  -0.08
C -2.477 -0.098 -1.961  -0.15
C 3.742 2.291 0.236  0.45
C -3.289 0.942 0.178  0.06
C 2.613 0.093 0.666  1.74
C 5.064 1.718 0.742  -1.38
C -6.283 2.369 0.100  -1.13
C -1.506 -0.795 0.127  -0.17
C 1.416 -0.564 1.391  -1.54
C -4.950 -1.740 1.036  -1.00
C 2.577 1.600 0.943  -1.75
C -1.625 -0.955 -2.637  -0.91
C 1.290 -2.026 1.041  0.20
C 3.629 2.063 -1.270  -1.43
C -5.457 1.518 1.060  -0.70
C -5.136 -0.678 -0.047  -0.68
C -0.704 -1.716 -1.942  -0.41
C 2.513 -0.131 -0.846  -1.39
C 5.105 0.218 0.456  0.50
H 5.900 2.216 0.246  0.50
H 5.037 -1.087 -1.262  0.50
H -0.032 -2.376 -2.472  0.45
H -1.672 -1.023 -3.713  0.41
H -5.392 -1.414 1.974  0.32
H 3.979 -1.547 1.000  0.48
H 5.832 0.461 -1.564  0.53
H 5.159 1.894 1.816  0.50
H 2.691 2.483 -1.641  0.49
H -6.110 0.943 1.721  0.33
H -5.427 -2.668 0.731  0.39
H 1.579 -0.490 2.468  0.69
H 4.024 -0.305 2.248  0.41
H 4.450 2.566 -1.787  0.53
H -1.488 -0.751 1.205  0.89
H 0.518 -0.013 1.126  0.45
H -6.921 3.045 0.661  0.40
H -5.622 2.957 -0.532  0.29
H -3.179 0.516 -2.505  0.52
H -4.817 2.167 1.663  0.43
H 3.591 0.394 -2.636  0.22
H -6.910 1.746 -0.535  0.30
H -6.201 -0.537 -0.247  0.42
H 1.631 2.019 0.590  0.49
H 6.050 -0.199 0.821  0.22
H -3.892 -1.930 1.198  0.18
H 2.640 1.778 2.019  0.47
H 1.562 0.260 -1.218  0.30
H 3.704 3.367 0.446  0.24
H 2.547 -1.201 -1.065  0.57
H 0.460 -3.335 -0.215  0.28
H -4.658 -1.013 -0.970  0.35

***

(3)
Below is the molecule C10H16OS, with properties calculated with ωB97M-V/def2-TZVPD.

Computed properties:
LUMO level, Ha: 0.0229
Highest occupied orbital energy, eV: -7.83
SMILES: C=[S@@](=O)(C1=CC=C[C@H]1C)C(C)C
Frontier orbital gap, eV: 8.4
Net charge: 0

Each line ends with the Mulliken charge.
Geometry (Å):
S -1.209 0.167 0.258  1.02
O -1.565 -0.759 -0.764  -0.70
C -0.685 -0.951 1.642  0.46
C 1.360 1.484 0.407  -0.02
C -1.919 -1.704 2.060  -1.56
C 0.378 0.823 -0.231  -0.43
C -2.216 1.475 0.415  -1.23
C 1.914 1.746 -1.725  -0.95
C 0.986 -0.368 -2.343  -1.28
C 0.414 -1.828 0.974  -1.28
C 2.361 2.041 -0.511  -0.56
C 0.674 0.992 -1.734  0.49
H 1.257 -1.222 0.916  0.37
H -0.129 -0.390 2.440  0.40
H 1.928 -0.788 -1.975  0.37
H 1.407 1.717 1.464  0.45
H 0.437 -2.818 1.451  0.42
H -1.728 -2.413 2.748  0.55
H 0.042 -1.880 0.009  0.32
H -2.090 2.158 1.206  0.33
H 3.303 2.526 -0.309  0.46
H -2.793 -0.986 2.471  0.27
H 0.299 -1.205 -1.966  0.28
H 2.493 2.166 -2.557  0.36
H -0.162 1.324 -2.330  0.44
H -3.252 1.137 0.200  0.34
H -2.542 -2.143 1.281  0.36
H 1.037 -0.301 -3.498  0.33

***

(4)
Below is a structure of composition C29H23Cl5F3N2O7S2Sc, with properties calculated with ωB97M-V/def2-TZVPD.

Computed properties:
LUMO level (spin up / spin down), Ha: 0.0712 / 0.0712
Highest occupied orbital energy (spin up / spin down), eV: -3.05 / -6.34
<S²>: 0.77
Frontier orbital gap (spin up / spin down), eV: 5.0 / 8.3
Net charge: -1
Multiplicity: 2

Each line ends with the Löwdin spin population.
Geometry (Å):
Sc 0.035 1.079 -0.917  0.02
Cl -5.514 3.761 -1.481  0.00
Cl -0.668 1.617 1.768  0.00
Cl -2.984 2.684 -2.946  0.00
Cl -3.222 2.643 3.288  0.00
Cl -5.651 3.738 1.631  0.00
S -1.159 -2.214 0.323  0.03
S 2.100 3.625 -1.463  0.00
F -0.174 4.664 -2.335  0.00
F 1.327 4.416 -3.868  0.00
F 0.299 2.676 -3.071  0.00
O 1.334 2.724 -0.561  0.00
O 1.868 0.126 -1.494  0.00
O -2.101 -1.930 1.376  0.02
O 2.362 4.909 -0.892  0.00
O 3.158 2.956 -2.166  0.00
O -0.777 0.116 -2.516  0.10
O 0.022 -2.951 0.738  0.02
N 1.824 -0.911 -2.310  0.00
N -0.737 -0.870 -0.482  0.06
C -2.966 -4.646 -2.405  0.15
C -3.167 2.676 1.565  0.00
C 1.555 -3.227 -2.658  0.00
C -4.174 3.162 -0.570  0.00
C -1.898 -2.983 -1.078  0.13
C 1.484 -0.800 2.813  0.00
C -3.029 2.683 -1.205  0.00
C 1.908 -0.692 -3.631  0.00
C 2.399 -0.640 1.780  0.00
C -1.932 2.204 -0.506  0.00
C 0.820 3.893 -2.757  0.00
C 1.345 0.163 3.810  0.00
C -0.779 -0.972 4.625  0.00
C 1.824 -1.747 -4.511  0.00
C -2.861 -3.794 -3.525  0.02
C -4.241 3.156 0.824  0.00
C 4.189 0.672 0.565  0.00
C -1.784 -2.110 -2.194  0.10
C 2.146 1.302 3.708  0.00
C 1.635 -3.032 -4.026  0.00
C -2.477 -4.228 -1.169  0.00
C -1.129 -0.935 -1.816  0.23
C -0.177 1.295 5.500  0.00
C -2.053 2.227 0.867  0.00
C 0.375 -0.030 4.970  0.00
C 3.045 1.466 2.665  0.00
C -2.287 -2.548 -3.445  0.09
C 3.201 0.491 1.684  0.00
C 1.658 -2.145 -1.809  0.00
H -0.910 1.103 6.287  0.00
H 1.378 -4.201 -2.226  0.00
H -1.478 -1.022 5.462  0.00
H -0.674 1.855 4.706  0.00
H 0.946 -0.493 5.786  0.00
H 3.637 2.373 2.612  0.00
H 5.153 1.010 0.953  0.00
H -1.326 -0.630 3.743  0.00
H 1.555 -2.211 -0.736  0.00
H -2.546 -4.864 -0.295  0.00
H 4.341 -0.261 0.023  0.00
H 3.840 1.411 -0.158  0.00
H 1.535 -3.866 -4.707  0.00
H 0.601 1.928 5.927  0.00
H 2.481 -1.418 1.031  0.00
H -2.223 -1.903 -4.312  0.01
H -3.431 -5.617 -2.507  0.01
H 2.062 2.092 4.444  0.00
H 0.869 -1.689 2.810  0.00
H 2.023 0.345 -3.910  0.00
H -3.252 -4.131 -4.478  0.00
H 1.885 -1.544 -5.570  0.00
H -0.438 -1.986 4.421  0.00

***

Calculated values (kcal/mol) of energy above the lowest of the compared OMol25 structures with the same formula, charge and spin for the records, taken in order: 6.1 0.0 127.5 1.7.
Calculated values (Ha) of DFT total energy for the records, taken in order: -385.8638 -1155.6926 -863.8599 -5912.9575.